(1)
Density functional theory data (ωB97M-V/def2-TZVPD) for a molecular structure, C26H37N4O5RuS2 in a non-equilibrium geometry.

Values from the calculation:
- Energy: -67997.427 eV
- Total charge: +2
- Spin multiplicity: 2
- LUMO level (spin up / spin down): -8.7 / -8.2 eV
- ⟨S²⟩: 0.9462
- Max |F|: 3.3 eV/A
- Highest occupied orbital energy (spin up / spin down): -14.701 / -14.737 eV
- Orbital gap (spin up / spin down): 5.95 / 6.52 eV

Geometry as XYZ:
```
75
Properties=species:S:1:pos:R:3:forces:R:3:mulliken_spin:R:1
Ru 0.8535 -0.2548 0.3566 -1.0 -0.8 1.9 0.83
N 0.0961 -2.0092 1.8701 0.4 1.5 -1.1 -0.03
C 0.7548 -1.8067 3.1603 0.6 0.2 0.4 0.00
C 2.2558 -1.6426 2.9276 -0.5 -0.6 0.2 0.00
N 2.4764 -0.4193 2.1525 -1.2 0.6 -1.3 -0.02
H -0.9179 -1.9348 1.9640 -0.1 0.1 -0.2 0.00
H 0.3385 -2.9269 1.4959 -0.1 0.3 -0.2 0.00
H 0.5642 -2.6377 3.8509 0.0 0.1 -0.2 0.00
H 0.3580 -0.8904 3.6066 -0.1 -0.1 0.0 0.00
H 2.6290 -2.4932 2.3459 0.0 0.1 0.1 0.00
H 2.7832 -1.6191 3.8893 0.0 0.1 -0.2 0.00
H 3.4531 -0.3199 1.8752 -0.2 0.1 -0.2 0.00
H 2.2341 0.4051 2.7065 0.0 0.0 -0.2 0.00
O 1.1291 0.8833 -1.6356 -1.4 -1.2 2.2 0.02
S 2.2005 1.5701 -2.4268 1.8 -0.1 -0.8 0.00
C 2.4802 0.4952 -3.9292 -0.2 0.2 0.3 0.00
C 2.1502 -0.9733 -3.7221 -0.2 0.1 0.2 0.00
C 0.6449 -1.2443 -3.7571 0.1 0.0 0.2 0.00
C 0.3347 -2.7208 -3.5831 0.2 0.0 0.2 0.00
S 0.2256 -3.2042 -1.7965 -1.5 0.0 -0.9 0.00
O 1.0068 -2.1777 -1.0209 1.0 1.5 1.3 0.02
C -1.5163 -2.7269 -1.6100 0.5 -0.3 0.0 0.00
C -1.8831 -1.4939 -1.1048 0.4 0.1 0.0 0.02
C -3.2252 -1.1568 -1.0715 -0.1 0.1 0.0 0.00
C -4.1808 -2.0554 -1.5158 0.1 0.1 0.0 0.00
C -3.8048 -3.2953 -2.0048 0.0 0.0 0.0 0.00
C -2.4646 -3.6358 -2.0583 0.0 0.0 0.0 0.00
C 3.7580 1.1455 -1.6000 -0.5 0.2 -0.2 -0.01
C 4.8708 1.9309 -1.8582 -0.2 -0.1 0.0 0.00
C 6.0892 1.5748 -1.3028 0.0 -0.1 0.0 0.00
C 6.1827 0.4460 -0.5020 0.0 0.0 0.0 0.00
C 5.0595 -0.3247 -0.2410 -0.1 0.0 0.0 0.01
C 3.8340 0.0321 -0.7817 -0.3 -0.2 -0.1 0.02
H 3.5316 0.6339 -4.1713 0.0 0.2 0.0 0.00
H 1.8715 0.9167 -4.7292 0.0 0.2 0.0 0.00
H 2.5690 -1.3273 -2.7785 0.1 -0.1 -0.1 0.00
H 2.6298 -1.5349 -4.5287 0.1 0.0 0.1 0.00
H 0.2440 -0.9044 -4.7142 -0.1 -0.1 0.0 0.00
H 0.1495 -0.6737 -2.9673 0.0 0.0 -0.3 0.00
H 1.0962 -3.3525 -4.0373 0.1 -0.1 0.0 0.00
H -0.6317 -2.9789 -4.0084 0.0 -0.2 0.1 0.00
H -1.1186 -0.7764 -0.7551 -0.5 -0.2 -0.2 -0.02
H -3.5341 -0.1913 -0.7125 0.0 0.1 0.1 0.00
H -5.2218 -1.7762 -1.4909 -0.1 0.0 0.0 0.00
H -4.5535 -3.9866 -2.3564 -0.1 -0.1 0.0 0.00
H -2.1602 -4.5911 -2.4606 0.0 -0.2 0.0 0.00
H 4.7819 2.8020 -2.4896 0.0 0.1 -0.1 0.00
H 6.9697 2.1627 -1.5042 0.1 0.1 0.0 0.00
H 7.1327 0.1532 -0.0851 0.1 0.0 0.0 0.00
H 5.1468 -1.2281 0.3423 0.1 -0.1 0.1 0.00
H 2.9446 -0.5934 -0.6065 0.6 0.1 -0.3 0.00
C -3.5176 2.6629 -0.3080 -0.2 0.0 0.2 0.00
C -4.0632 2.2837 1.0627 0.0 0.2 -0.1 0.00
C -2.9658 2.0966 2.1355 0.0 -0.5 -0.1 0.01
C -3.6200 1.8597 3.5096 0.0 0.1 0.1 0.00
C -2.6109 1.6552 4.6290 -0.2 0.0 -0.1 0.00
C -2.1303 3.3691 2.2067 -0.7 -0.4 0.1 0.00
O -2.5940 4.4178 2.5478 0.1 0.2 0.0 0.00
N -0.7900 3.2600 1.8610 0.8 0.1 -0.2 0.00
C -0.1872 2.1172 1.4275 -0.9 0.7 0.6 0.00
O 1.0168 2.0840 1.1370 0.7 -0.9 -0.5 0.09
N -0.8941 0.9786 1.3482 2.9 -1.0 -1.3 0.07
C -2.1719 0.8253 1.7428 -1.3 0.4 0.6 -0.02
O -2.7015 -0.2618 1.7804 0.1 -0.5 0.0 0.00
H -4.3404 2.7747 -1.0084 0.0 0.0 -0.1 0.00
H -2.8338 1.9121 -0.7015 0.1 -0.1 -0.1 0.00
H -2.9917 3.6128 -0.2615 0.1 0.1 -0.1 0.00
H -4.6475 1.3616 1.0094 0.1 0.0 0.1 0.00
H -4.7347 3.0748 1.4057 0.1 -0.1 0.1 0.00
H -4.2808 0.9944 3.4380 0.0 0.1 -0.1 0.00
H -4.2344 2.7339 3.7381 0.0 -0.1 -0.1 0.00
H -2.0112 0.7639 4.4592 0.1 -0.2 0.0 0.00
H -3.1358 1.5323 5.5700 0.0 0.0 0.2 0.00
H -1.9511 2.5132 4.7248 0.1 0.1 0.1 0.00
H -0.2265 4.1049 1.9206 -0.1 -0.2 0.0 0.00
```
Positions in Å, forces in eV/Å.

(2)
Density functional theory data (ωB97M-V/def2-TZVPD) for a molecular structure, C26H38CrINO3S.

Values from the calculation:
- Energy: -82571.431 eV
- Total charge: 0
- Spin multiplicity: 5
- LUMO level (spin up / spin down): -0.2 / -0.2 eV
- Relative energy (zero: lowest compared OMol25 entry of this formula, charge and spin): 0.0 kcal/mol
- ⟨S²⟩: 6.0319
- Max |F|: 0.7 eV/A
- Highest occupied orbital energy (spin up / spin down): -7.076 / -8.038 eV
- Orbital gap (spin up / spin down): 6.88 / 7.82 eV

Geometry as XYZ:
```
71
Properties=species:S:1:pos:R:3:forces:R:3:mulliken_spin:R:1
Cr 0.0237 0.0361 -0.1719 -0.1 -0.1 0.0 3.83
C -0.9515 -0.1191 1.8537 0.0 0.1 0.1 -0.05
C -1.7486 -0.9809 1.0283 0.2 0.0 -0.1 -0.05
C -2.3413 -0.1451 0.0358 -0.1 -0.1 -0.1 0.02
C -1.8903 1.1976 0.2982 0.0 0.0 0.0 -0.14
C -1.0894 1.2245 1.4513 0.1 0.1 0.1 0.20
C -0.4364 2.4203 2.1159 0.0 0.0 0.0 -0.03
C 1.0820 2.2188 2.1894 0.0 0.0 0.0 0.07
C -0.7307 3.6996 1.3322 0.0 0.0 0.0 0.01
C -0.9959 2.5638 3.5380 0.0 0.0 0.0 0.01
C -3.3317 -0.4129 -1.1086 -0.1 -0.1 0.0 -0.01
C -4.0618 0.8900 -1.4744 0.0 0.0 0.0 0.00
C -4.4237 -1.4198 -0.7314 0.0 0.1 0.0 0.00
C -2.6231 -0.8965 -2.3801 0.0 0.0 0.0 0.12
C -1.8127 -2.4835 1.3264 0.1 0.0 0.0 -0.04
C -1.5427 -3.3440 0.0870 0.0 0.0 0.0 0.05
C -3.1567 -2.8527 1.9724 -0.1 -0.1 0.0 0.00
C -0.7306 -2.8735 2.3506 0.0 0.1 0.0 0.00
H -0.3742 -0.4461 2.7031 0.0 0.0 0.0 -0.03
H -2.1748 2.0670 -0.2693 0.0 0.0 0.0 -0.02
H 1.5238 2.1858 1.1879 0.0 0.0 0.0 -0.02
H 1.3382 1.2849 2.6908 0.0 0.0 0.0 0.00
H 1.5517 3.0397 2.7338 0.0 0.0 0.0 0.01
H -0.3445 3.6359 0.3132 0.0 0.0 0.0 0.00
H -0.2556 4.5536 1.8167 0.0 0.0 0.0 0.00
H -1.8022 3.8957 1.2806 0.0 0.0 0.0 0.00
H -0.7513 1.6890 4.1410 0.0 0.0 0.0 0.00
H -2.0815 2.6648 3.5179 0.0 0.0 0.0 0.00
H -0.5764 3.4433 4.0298 0.0 0.0 0.0 0.00
H -4.5118 1.3517 -0.5955 0.0 0.0 0.0 0.00
H -4.8544 0.6726 -2.1917 0.0 0.0 0.0 0.00
H -3.3924 1.6136 -1.9401 0.0 0.0 0.0 0.00
H -4.9160 -1.1365 0.1998 0.0 0.0 0.0 0.00
H -4.0448 -2.4304 -0.6250 0.0 0.0 0.0 0.00
H -5.1790 -1.4405 -1.5199 0.0 0.0 0.0 0.00
H -1.9253 -0.1344 -2.7195 0.0 0.0 0.0 -0.03
H -3.3488 -1.0579 -3.1805 0.0 0.0 0.0 0.00
H -2.0781 -1.8254 -2.2204 0.0 0.0 0.0 0.00
H -2.2474 -3.1641 -0.7177 0.0 0.0 0.0 0.00
H -1.6048 -4.4014 0.3501 0.0 0.0 0.0 0.00
H -0.5352 -3.1549 -0.2937 0.0 0.0 0.0 0.00
H -3.9726 -2.9257 1.2606 0.0 0.0 0.0 0.00
H -3.4307 -2.1123 2.7247 0.0 0.0 0.0 0.00
H -3.0675 -3.8192 2.4717 0.0 0.0 0.0 0.00
H 0.2660 -2.5762 2.0275 0.0 0.0 0.0 0.00
H -0.7371 -3.9571 2.4737 0.0 0.0 0.0 0.00
H -0.9275 -2.4350 3.3284 0.0 0.0 0.1 0.00
N 1.0779 -1.3357 -2.9695 -0.2 0.3 -0.3 0.02
C 0.6603 -0.0759 -3.1053 0.4 -0.4 0.4 0.01
O 0.4503 0.6371 -2.1099 -0.4 0.1 -0.1 0.00
C 0.5583 0.4805 -4.4971 0.2 -0.1 0.0 0.00
I -0.9503 1.9449 -4.7070 0.0 0.1 0.0 0.00
H 1.3248 -1.6506 -2.0282 0.1 0.0 0.1 0.00
H 1.2958 -1.9125 -3.7621 0.0 0.0 -0.1 0.00
H 0.3902 -0.3030 -5.2317 0.0 0.0 0.0 0.00
H 1.5097 0.9677 -4.7113 -0.1 0.0 -0.1 0.00
O 8.2686 1.1479 -0.1909 0.0 0.1 0.0 0.00
C 7.1128 1.7228 -0.5996 0.0 0.1 0.0 0.00
O 7.1358 2.8078 -1.1125 0.1 -0.1 0.0 0.00
C 5.8591 0.9515 -0.3743 -0.2 0.0 0.0 0.00
C 5.7647 -0.1643 0.4585 0.0 0.1 -0.1 0.00
C 4.5625 -0.8216 0.6167 -0.1 0.0 -0.1 0.01
C 3.4095 -0.3964 -0.0560 0.1 -0.3 0.2 -0.01
S 1.9414 -1.3407 0.2049 -0.1 0.0 -0.1 -0.02
C 3.5080 0.7265 -0.8746 -0.2 0.1 0.0 0.09
C 4.7084 1.3918 -1.0252 0.2 0.0 0.1 0.01
H 8.1054 0.2504 0.1179 0.0 0.0 0.0 0.00
H 6.6140 -0.5275 1.0273 0.0 0.0 0.0 0.00
H 4.5005 -1.6771 1.2744 0.0 0.0 0.0 0.00
H 2.6321 1.1031 -1.3840 0.0 0.0 0.0 -0.01
H 4.7757 2.2703 -1.6513 0.0 0.0 0.0 0.00
```
Positions in Å, forces in eV/Å.

(3)
Density functional theory data (ωB97M-V/def2-TZVPD) for a molecular structure, C26H38N8O2RhS2.

Values from the calculation:
- Energy: -68265.315 eV
- Total charge: +1
- LUMO level: -3.3 eV
- Relative energy (zero: lowest compared OMol25 entry of this formula, charge and spin): 11.2 kcal/mol
- Max |F|: 0.5 eV/A
- Highest occupied orbital energy: -9.746 eV
- Orbital gap: 6.44 eV

Geometry as XYZ:
```
77
Properties=species:S:1:pos:R:3:forces:R:3:mulliken_charge:R:1
Rh -0.2566 0.2713 0.3669 0.0 0.3 -0.1 -0.92
C 1.5555 1.5400 2.4314 0.1 -0.1 0.1 -1.21
N 1.6844 0.5395 1.3403 -0.3 0.2 0.1 1.61
C 2.8185 0.9822 0.5090 0.0 0.0 0.0 -1.67
C 1.9344 -0.7764 1.9649 0.1 -0.1 -0.2 0.98
C 3.1943 -1.3031 2.1555 0.0 0.1 0.2 -0.42
C 3.3427 -2.4829 2.8804 0.0 0.0 0.0 -1.06
C 2.2254 -3.0779 3.4400 0.0 0.0 0.0 -0.82
C 0.9505 -2.5756 3.2099 0.0 -0.1 0.0 -1.25
C 0.7847 -1.4628 2.3859 -0.1 0.2 0.1 -0.06
N -0.3868 -0.8833 1.9636 0.0 -0.3 -0.4 1.37
C -1.7075 -1.1549 2.2897 0.0 0.1 0.1 0.00
C -2.2555 -2.3684 2.6859 0.0 0.0 0.0 -0.87
C -3.6146 -2.4541 2.9673 0.0 0.0 0.0 -1.09
C -4.4366 -1.3503 2.8341 0.0 0.0 0.0 -0.95
C -3.9026 -0.1397 2.3973 0.0 0.0 0.0 -0.34
C -2.5552 -0.0514 2.1246 -0.1 0.1 0.0 0.72
N -1.9045 1.1920 1.6536 0.1 0.0 0.1 1.22
C -1.5568 1.9960 2.8494 0.0 -0.1 0.1 -1.53
C -2.8239 2.0180 0.8440 0.0 0.0 0.0 -1.11
H 2.5281 1.6930 2.9041 0.0 0.0 0.0 0.46
H 1.2074 2.4847 2.0156 0.0 0.0 0.0 0.11
H 0.8625 1.1695 3.1745 0.0 0.0 0.0 0.32
H 3.6884 1.1723 1.1398 0.0 0.0 0.0 0.37
H 3.0681 0.2128 -0.2123 0.0 0.0 0.0 0.63
H 2.5459 1.8970 -0.0073 0.0 0.0 0.0 0.31
H 4.0753 -0.7998 1.7830 0.0 0.0 0.0 0.40
H 4.3260 -2.9071 3.0265 0.0 0.0 0.0 0.45
H 2.3361 -3.9595 4.0575 0.0 0.0 0.0 0.44
H 0.0995 -3.0554 3.6660 0.0 0.0 -0.1 0.52
H -1.6472 -3.2590 2.7145 0.0 0.0 0.0 0.52
H -4.0327 -3.4055 3.2677 0.0 0.0 0.0 0.41
H -5.4935 -1.4241 3.0488 0.0 0.0 0.0 0.44
H -4.5587 0.7103 2.2697 0.0 0.0 0.0 0.42
H -2.4745 2.3575 3.3185 0.0 0.0 0.0 0.43
H -1.0320 1.3737 3.5663 0.0 0.0 0.0 0.42
H -0.9420 2.8479 2.5652 0.0 0.0 0.0 0.21
H -3.6515 2.3831 1.4539 0.0 0.0 0.0 0.57
H -2.2749 2.8880 0.4994 0.0 0.0 0.0 0.11
H -3.2141 1.4460 0.0086 0.0 0.0 0.0 0.34
C -0.3406 4.3486 -0.6608 0.0 0.0 0.0 -1.10
C -0.9616 3.3769 -1.6505 0.0 0.0 0.1 -1.15
S -0.1223 1.7923 -1.5753 0.3 -0.1 0.0 1.46
O 1.3047 2.1243 -1.8815 -0.1 0.0 -0.1 -0.94
C -0.8250 0.9727 -3.0116 -0.2 0.0 0.0 -0.45
C -0.4997 1.6680 -4.3239 0.0 0.0 0.0 -1.40
H -0.8173 5.3228 -0.7585 0.0 0.0 0.0 0.42
H 0.7227 4.4657 -0.8616 0.0 0.0 0.0 0.38
H -0.4634 4.0157 0.3718 0.0 0.0 0.0 0.08
H -0.8098 3.7106 -2.6770 0.0 0.0 0.0 0.64
H -2.0250 3.2017 -1.4946 0.0 0.0 0.0 0.47
H -1.8943 0.8863 -2.8137 0.0 0.0 0.0 0.29
H -0.4178 -0.0381 -2.9592 0.0 0.0 0.0 0.37
H -1.1730 2.4988 -4.5262 0.0 0.0 0.0 0.38
H -0.6150 0.9525 -5.1366 0.0 0.0 0.0 0.42
H 0.5281 2.0322 -4.3379 0.0 0.0 0.0 0.32
C 3.2875 -2.9737 -3.4806 -0.1 0.0 0.0 -1.08
N 2.5809 -2.5932 -2.2598 0.1 0.0 0.1 -0.20
C 2.0666 -1.3938 -1.9649 0.0 0.0 0.1 0.88
S 0.6914 -1.4924 -0.9168 -0.1 -0.1 0.1 -0.39
N 2.5628 -0.2816 -2.4822 0.0 0.0 0.0 0.13
C 3.9209 -0.0982 -2.9901 0.0 0.0 0.0 -1.29
H 2.8712 -3.9137 -3.8360 0.0 0.0 0.0 0.36
H 4.3547 -3.1050 -3.3091 0.0 0.0 0.0 0.33
H 3.1312 -2.2272 -4.2534 0.0 0.0 0.0 0.36
H 2.2218 -3.3468 -1.6936 0.0 0.0 0.0 0.31
H 2.0743 0.5870 -2.2546 0.0 0.0 0.0 -0.09
H 3.9614 -0.1175 -4.0778 0.0 0.0 0.0 0.37
H 4.5860 -0.8588 -2.5884 0.0 0.0 0.0 0.45
H 4.2688 0.8761 -2.6514 0.0 0.0 0.0 0.37
O -1.9734 -0.2797 -0.5565 0.1 0.0 -0.1 0.42
N -2.1921 -1.5720 -0.5782 0.1 0.0 0.0 -0.30
C -3.1414 -1.9340 -1.3742 -0.1 0.1 0.1 0.92
C -3.4613 -3.3281 -1.4598 0.0 0.0 0.0 -0.18
N -3.7120 -4.4449 -1.5460 0.0 0.0 0.0 -0.46
C -3.8503 -0.9663 -2.1716 0.0 -0.1 0.0 -0.05
N -4.3460 -0.1510 -2.8116 0.0 0.0 0.0 -0.53
```
Positions in Å, forces in eV/Å.

(4)
Density functional theory data (ωB97M-V/def2-TZVPD) for a single C26H38O2 molecule.

Values from the calculation:
- Energy: -31675.529 eV
- Total charge: 0
- LUMO level: 0.5 eV
- Max |F|: 0.6 eV/A
- Highest occupied orbital energy: -9.247 eV
- SMILES: CC(=O)[C@]12CCCC[C@H]1C[C@@H]1[C@@H]3C[C@H](C)C4=CC(=O)CC[C@]4(C)[C@H]3CC[C@@]12C
- Orbital gap: 9.78 eV

Geometry as XYZ:
```
66
Properties=species:S:1:pos:R:3:forces:R:3:mulliken_charge:R:1
C -4.6038 -1.9916 0.1115 0.0 -0.3 -0.2 -1.64
C -3.5153 -1.4017 -0.7520 -0.2 0.1 0.2 0.23
O -3.2607 -1.8930 -1.8260 -0.1 -0.1 -0.1 -0.56
C -2.7579 -0.1818 -0.2314 0.3 0.2 -0.2 2.46
C -3.6826 0.7716 0.5401 -0.2 -0.1 -0.2 -1.45
C -4.6581 1.5024 -0.3783 0.2 0.3 0.2 -1.06
C -3.8810 2.3487 -1.3764 -0.1 -0.2 -0.2 -0.69
C -3.0152 1.4354 -2.2329 0.1 0.0 0.1 -1.64
C -2.0794 0.5447 -1.4159 0.0 -0.1 -0.2 -0.26
C -0.8591 1.2622 -0.8240 -0.1 -0.1 0.1 -1.61
C -0.6170 0.6474 0.5646 0.1 -0.1 0.1 -0.77
C 0.8550 0.3911 0.9282 -0.1 0.3 -0.2 -0.31
C 1.6631 1.6820 0.7938 0.0 -0.3 0.3 -1.72
C 3.1435 1.4629 1.1456 0.0 0.4 -0.2 0.91
C 3.9076 2.7818 1.0904 -0.1 -0.3 0.1 -2.10
C 3.6099 0.4070 0.1837 0.1 -0.1 0.0 -0.33
C 4.4179 0.6799 -0.8473 0.1 0.4 0.3 -0.45
C 4.7016 -0.2349 -1.9507 -0.2 -0.5 -0.3 -0.14
O 5.5404 -0.0052 -2.7964 0.0 0.1 0.1 -0.63
C 3.8094 -1.4538 -1.9832 0.2 -0.2 0.0 -0.55
C 3.6088 -1.9747 -0.5675 -0.2 0.2 -0.1 -1.45
C 2.9707 -0.9492 0.3885 0.0 -0.2 -0.2 2.59
C 3.2450 -1.4619 1.8133 -0.1 0.1 -0.1 -2.42
C 1.4487 -0.7710 0.1234 0.0 -0.2 0.4 0.19
C 0.6217 -2.0171 0.4405 -0.1 0.1 -0.3 -1.66
C -0.8236 -1.8244 -0.0085 0.2 0.0 0.1 -1.62
C -1.5153 -0.6106 0.6344 -0.1 -0.1 0.1 1.00
C -1.8514 -0.9474 2.0874 0.1 0.0 -0.2 -2.08
H -4.8513 -2.9817 -0.2652 0.0 0.0 0.0 0.46
H -5.4936 -1.3688 0.0457 -0.1 0.1 0.1 0.33
H -4.3092 -2.0556 1.1538 0.0 0.0 0.1 0.29
H -4.2361 0.2312 1.3069 0.1 0.0 0.1 0.59
H -3.0767 1.5276 1.0406 0.0 0.0 0.1 0.44
H -5.2805 0.7886 -0.9223 -0.1 0.0 0.0 0.36
H -5.3166 2.1331 0.2236 -0.1 -0.1 0.0 0.48
H -4.5657 2.9103 -2.0148 0.0 0.1 0.0 0.45
H -3.2606 3.0690 -0.8388 0.0 0.1 0.0 0.34
H -2.4169 2.0249 -2.9312 0.0 0.0 -0.1 0.42
H -3.6695 0.7891 -2.8231 0.0 0.0 -0.1 0.48
H -1.7271 -0.2269 -2.1057 0.0 0.1 0.2 0.78
H 0.0007 1.1305 -1.4796 0.1 0.1 -0.1 0.42
H -1.0409 2.3334 -0.7392 0.1 0.1 0.0 0.26
H -0.9860 1.3537 1.3168 0.0 0.0 0.0 1.12
H 0.8707 0.1069 1.9867 0.0 0.0 0.0 0.77
H 1.6093 2.0572 -0.2292 0.0 0.1 -0.1 0.42
H 1.2402 2.4448 1.4519 0.0 0.1 0.0 0.46
H 3.2084 1.0816 2.1681 0.0 -0.1 0.0 0.42
H 3.7734 3.2742 0.1306 0.0 0.1 -0.1 0.36
H 3.5371 3.4491 1.8658 0.0 0.1 0.0 0.49
H 4.9693 2.6190 1.2586 0.1 0.1 0.0 0.46
H 4.8910 1.6459 -0.9409 0.0 0.1 0.0 0.45
H 2.8560 -1.1619 -2.4310 0.0 0.0 0.0 0.27
H 4.2561 -2.2178 -2.6215 0.0 0.1 0.0 0.42
H 4.5900 -2.2411 -0.1658 0.0 -0.1 0.1 0.53
H 3.0104 -2.8858 -0.5918 0.0 0.0 0.1 0.38
H 4.2934 -1.3104 2.0633 0.1 0.0 0.1 0.50
H 2.6391 -0.9624 2.5625 0.0 0.0 0.1 0.45
H 3.0367 -2.5278 1.8659 0.0 -0.1 0.0 0.43
H 1.3349 -0.5468 -0.9416 0.0 0.0 -0.1 0.43
H 0.6595 -2.2252 1.5101 0.1 0.0 0.1 0.29
H 1.0193 -2.8892 -0.0793 0.0 -0.1 0.1 0.48
H -0.8261 -1.7267 -1.0930 0.0 -0.1 -0.1 0.57
H -1.3948 -2.7251 0.2308 -0.1 0.0 -0.1 0.56
H -2.3515 -0.1245 2.5898 -0.1 0.1 0.1 0.41
H -0.9360 -1.1587 2.6342 0.1 0.0 0.1 0.55
H -2.4792 -1.8323 2.1534 -0.1 -0.1 0.1 0.42
```
Positions in Å, forces in eV/Å.

The lowest max |F| belongs to which entry? C26H38N8O2RhS2

The highest energy belongs to which entry? C26H38O2

Number 2 is which compound? C26H38CrINO3S